Computed, not measured: a 13-piece molecular cluster, C52H143N13O13 overall in a non-equilibrium geometry, with ωB97M-V/def2-TZVPD.

Each line ends with the Löwdin charge.
Cartesian coordinates (Å):
1 C 6.58573 1.90885 2.76907  -0.055
2 C 6.83747 0.60898 3.53383  -0.434
3 C 5.95428 -0.52426 2.99722  -0.230
4 O 4.60807 -0.15580 2.91521  -0.218
5 C 3.86491 -0.45171 1.72838  -0.090
6 N 8.23753 0.28111 3.27947  0.032
7 H 6.83551 2.76538 3.44706  0.090
8 H 5.54840 1.94008 2.46224  0.061
9 H 7.26915 2.00814 1.90311  0.082
10 H 6.62972 0.71747 4.61200  0.142
11 H 6.11678 -1.51096 3.52581  0.130
12 H 6.37854 -0.70241 1.92327  0.142
13 H 4.28525 0.05559 0.87520  0.075
14 H 2.84869 0.00360 1.91989  0.098
15 H 3.75744 -1.48251 1.47893  0.065
16 H 8.33488 0.15376 2.30086  0.052
17 H 8.65948 -0.43671 3.80211  0.053
18 C 3.15003 -4.11754 4.25030  -0.049
19 C 3.50040 -3.24350 5.50465  -0.469
20 C 2.45526 -3.57727 6.51745  -0.238
21 O 2.62208 -2.87869 7.70870  -0.176
22 C 2.28638 -1.52367 7.64658  -0.113
23 N 4.86645 -3.45548 5.92164  0.037
24 H 2.09978 -4.17577 3.98200  0.041
25 H 3.42675 -5.16051 4.51062  0.084
26 H 3.70428 -3.73713 3.36351  0.073
27 H 3.49167 -2.17864 5.19348  0.136
28 H 2.50513 -4.66693 6.66788  0.146
29 H 1.57639 -3.22851 6.04964  0.097
30 H 2.12458 -1.25397 8.71373  0.101
31 H 1.37790 -1.45317 7.10648  0.067
32 H 3.07090 -0.82491 7.29006  0.091
33 H 4.91933 -4.40327 6.32310  0.082
34 H 5.14114 -2.81436 6.67972  0.081
35 C -0.68607 3.50214 -2.55786  -0.066
36 C -1.84798 3.09120 -3.39467  -0.420
37 C -2.68022 4.26268 -3.99282  -0.201
38 O -3.40321 4.88043 -2.98770  -0.206
39 C -4.15050 5.95424 -3.29168  -0.140
40 N -1.25267 2.43187 -4.56109  0.044
41 H -0.99050 3.96351 -1.61564  0.074
42 H 0.00230 4.17715 -3.08739  0.084
43 H -0.02577 2.63933 -2.27718  0.067
44 H -2.52104 2.43919 -2.84593  0.109
45 H -3.28151 3.97598 -4.82389  0.100
46 H -2.00506 4.97137 -4.50144  0.135
47 H -5.02584 5.72708 -3.91444  0.096
48 H -3.51416 6.73547 -3.77745  0.112
49 H -4.57757 6.32921 -2.37311  0.073
50 H -0.72879 1.60729 -4.27458  0.023
51 H -1.91368 2.05384 -5.30912  0.109
52 C -3.37764 -5.61583 -2.92922  -0.071
53 C -2.21658 -5.60842 -1.99867  -0.439
54 C -1.10914 -6.60825 -2.39574  -0.240
55 O -0.16787 -6.78376 -1.41616  -0.221
56 C 0.63558 -7.90219 -1.66160  -0.111
57 N -1.58330 -4.28248 -1.99624  0.052
58 H -3.15155 -5.25573 -3.91020  0.072
59 H -4.16084 -4.91625 -2.64322  0.066
60 H -3.82769 -6.62071 -2.97528  0.088
61 H -2.56905 -5.80473 -0.99455  0.117
62 H -0.65833 -6.17561 -3.31600  0.128
63 H -1.54287 -7.61232 -2.66466  0.136
64 H 0.96416 -7.93012 -2.71921  0.103
65 H -0.01165 -8.78569 -1.53105  0.095
66 H 1.41880 -7.90847 -0.91910  0.080
67 H -2.23751 -3.57684 -1.60126  0.042
68 H -0.67413 -4.22727 -1.52491  0.055
69 C 3.90721 -3.41090 -4.22164  -0.053
70 C 3.16680 -4.18411 -3.10664  -0.425
71 C 2.84916 -3.27065 -1.96535  -0.159
72 O 1.92203 -3.91524 -0.99140  -0.222
73 C 2.49135 -5.04658 -0.42495  -0.141
74 N 1.97118 -4.93849 -3.67687  0.058
75 H 3.29516 -2.54775 -4.54302  0.040
76 H 4.13237 -3.97227 -5.15401  0.089
77 H 4.86592 -2.99317 -3.88128  0.083
78 H 3.82715 -4.95661 -2.69451  0.123
79 H 2.25371 -2.42184 -2.30304  0.098
80 H 3.74583 -2.95897 -1.36519  0.140
81 H 3.40047 -4.80055 0.21720  0.118
82 H 2.73570 -5.81357 -1.13606  0.063
83 H 1.76316 -5.53782 0.19236  0.055
84 H 1.40984 -5.43349 -2.90037  0.062
85 H 1.29831 -4.20331 -3.97558  0.070
86 C -4.25075 1.12455 4.42645  -0.047
87 C -3.03503 1.42281 5.28949  -0.490
88 C -1.76973 0.78516 4.60709  -0.189
89 O -1.94867 -0.62013 4.48017  -0.185
90 C -0.94157 -1.24478 3.74502  -0.092
91 N -2.78101 2.77503 5.46118  0.034
92 H -4.36896 0.05541 4.26020  0.075
93 H -4.18266 1.58417 3.45315  0.053
94 H -5.12962 1.45546 4.99656  0.083
95 H -3.08685 0.72884 6.14634  0.140
96 H -0.87839 1.01998 5.14984  0.105
97 H -1.62978 1.27662 3.66844  0.096
98 H -0.01933 -1.10036 4.28705  0.079
99 H -0.90260 -0.81052 2.74398  0.082
100 H -1.10941 -2.31965 3.71889  0.072
101 H -3.74253 3.20423 5.68444  0.121
102 H -2.05796 3.06842 6.15792  0.106
103 C 1.26265 3.72274 1.42237  -0.068
104 C 0.27303 3.42670 2.51140  -0.458
105 C 0.97184 3.52149 3.89566  -0.183
106 O 2.02365 2.55906 3.94032  -0.194
107 C 2.41522 2.39931 5.24726  -0.156
108 N -0.85114 4.32455 2.44243  0.072
109 H 1.64823 4.73667 1.46134  0.079
110 H 0.88559 3.61954 0.37665  0.063
111 H 2.16458 3.03179 1.48140  0.097
112 H -0.01248 2.39025 2.44745  0.104
113 H 0.26356 3.33668 4.71727  0.109
114 H 1.42642 4.49815 4.03455  0.127
115 H 2.41249 3.33027 5.85570  0.096
116 H 3.50278 2.05127 5.26083  0.104
117 H 1.85458 1.58727 5.73810  0.078
118 H -1.24645 4.38640 1.53296  0.029
119 H -1.56629 3.87631 3.02127  0.052
120 C -5.60633 -2.04754 -0.67779  -0.069
121 C -4.92309 -1.64159 -1.97060  -0.452
122 C -5.27441 -0.18950 -2.40005  -0.168
123 O -4.41681 0.25739 -3.50562  -0.198
124 C -4.94337 1.46047 -4.06482  -0.108
125 N -3.51456 -1.77514 -1.78383  0.052
126 H -6.72417 -1.94040 -0.66444  0.094
127 H -5.29005 -1.46752 0.17799  0.055
128 H -5.27748 -3.04013 -0.30227  0.077
129 H -5.25282 -2.25825 -2.81598  0.140
130 H -5.10059 0.41577 -1.45423  0.122
131 H -6.32708 -0.23499 -2.67518  0.119
132 H -5.75137 1.14268 -4.73589  0.096
133 H -4.15201 1.91695 -4.68767  0.066
134 H -5.21496 2.23641 -3.37775  0.078
135 H -3.04979 -1.11431 -1.15678  0.067
136 H -3.07096 -1.72578 -2.72434  0.077
137 C 0.18439 -7.02306 2.05975  -0.047
138 C -0.30171 -5.71247 2.71226  -0.415
139 C -1.77803 -5.41531 2.20207  -0.119
140 O -2.19265 -4.27267 3.00100  -0.240
141 C -3.36126 -3.60132 2.65016  -0.117
142 N -0.24387 -5.77159 4.15673  0.042
143 H -0.52223 -7.85801 2.20470  0.091
144 H 1.11087 -7.30394 2.48708  0.061
145 H 0.34253 -6.78618 0.99752  0.043
146 H 0.30388 -4.80224 2.50051  0.131
147 H -2.38791 -6.24267 2.35483  0.099
148 H -1.77130 -4.99299 1.16300  0.124
149 H -3.36053 -3.33485 1.58187  0.084
150 H -3.44702 -2.71770 3.24049  0.066
151 H -4.29710 -4.10840 2.87949  0.087
152 H -0.71953 -6.60912 4.46469  0.075
153 H -0.72246 -4.98874 4.55411  0.058
154 C 3.81777 5.67990 -6.70804  -0.062
155 C 4.40805 5.39669 -5.29297  -0.464
156 C 3.37152 5.62150 -4.20628  -0.233
157 O 3.94972 5.47812 -2.92613  -0.191
158 C 3.03883 5.09646 -1.90006  -0.106
159 N 4.91753 4.07372 -5.24476  0.045
160 H 3.45218 6.69688 -6.73554  0.061
161 H 2.94140 5.00047 -6.81782  0.079
162 H 4.51308 5.40010 -7.50738  0.074
163 H 5.20079 6.14011 -5.14648  0.140
164 H 2.61300 4.83740 -4.37482  0.111
165 H 2.92910 6.63455 -4.36634  0.133
166 H 2.66149 4.12195 -1.99571  0.038
167 H 2.19103 5.84324 -1.79135  0.108
168 H 3.73336 5.07249 -1.00725  0.107
169 H 4.24813 3.40717 -4.91699  0.031
170 H 5.65109 4.02616 -4.54934  0.076
171 C 1.49751 0.54184 -0.88188  -0.067
172 C 0.34647 0.03474 -0.03677  -0.393
173 C -0.90948 0.76857 -0.46515  -0.165
174 O -2.06371 0.22681 0.23102  -0.201
175 C -3.03270 1.22015 0.36089  -0.148
176 N 0.30375 -1.41119 -0.40485  0.096
177 H 1.78866 1.61556 -0.71386  0.088
178 H 1.26325 0.36398 -1.88904  0.034
179 H 2.35839 -0.04254 -0.57282  0.060
180 H 0.60642 0.18387 1.05669  0.137
181 H -1.10302 0.78457 -1.58290  0.140
182 H -0.85974 1.79681 -0.14956  0.098
183 H -3.99848 0.81037 0.70076  0.087
184 H -3.20964 1.78695 -0.60573  0.091
185 H -2.83399 2.00565 1.07299  0.058
186 H 1.05538 -1.83598 0.06011  0.036
187 H -0.52821 -1.80247 -0.00255  0.060
188 C 3.79870 0.27674 -5.48595  -0.037
189 C 2.29839 0.70537 -5.27991  -0.399
190 C 1.56426 -0.44551 -4.70149  -0.248
191 O 0.23292 -0.04621 -4.38054  -0.236
192 C -0.72144 -1.16040 -4.25223  -0.036
193 N 2.21124 1.89814 -4.41163  0.070
194 H 3.71591 -0.66436 -6.01816  0.072
195 H 4.28206 0.22681 -4.58515  0.038
196 H 4.38116 1.10511 -5.95719  0.087
197 H 1.85831 0.84235 -6.26551  0.142
198 H 2.13420 -0.85941 -3.93505  0.077
199 H 1.50038 -1.20610 -5.48287  0.131
200 H -1.65770 -0.68078 -3.96472  0.067
201 H -0.29959 -1.87168 -3.57582  0.062
202 H -0.88747 -1.70043 -5.19063  0.092
203 H 1.28592 2.39547 -4.51611  0.071
204 H 2.20031 1.56044 -3.45197  0.052
205 C -4.77607 4.40574 2.13012  -0.052
206 C -4.80256 4.30004 0.56663  -0.410
207 C -5.95351 5.17470 -0.02963  -0.205
208 O -5.68877 6.49975 0.42208  -0.191
209 C -6.82635 7.39520 0.27724  -0.089
210 N -3.46530 4.54576 0.06441  0.081
211 H -3.91587 3.77405 2.47494  0.053
212 H -5.64942 3.93465 2.60683  0.077
213 H -4.66585 5.45634 2.38823  0.074
214 H -5.10607 3.23851 0.39398  0.128
215 H -6.81152 4.65608 0.44826  0.127
216 H -6.01724 5.05033 -1.10485  0.106
217 H -6.66389 8.32659 -0.28941  0.080
218 H -7.35465 7.67906 1.19003  0.078
219 H -7.63181 6.92600 -0.36439  0.093
220 H -3.25401 5.47970 0.24392  0.064
221 H -3.40710 4.34314 -0.89761  0.029

Computed properties:
Multiplicity: 1
Energy above the lowest of the compared OMol25 structures with the same formula, charge and spin: 83.1 kcal/mol
Kohn-Sham gap: 9.22 eV